Entry 1:
Computed, not measured: a cluster of 2 separate species, C2H2BrF2N in total at a distorted geometry, with wB97M-V/def2-TZVPD.

Output
Energy relative to the best compared isomer or geometry (same formula, charge and spin), kcal per mole: 64.3
Total energy, Eh: -2905.743311
LUMO level (alpha / beta), eV: -0.69 / -1.00
HOMO (alpha / beta), eV: -8.249 / -7.869

CARTESIAN COORDINATES (ANGSTROEM)
1 C -1.7001 0.0143 -0.0043
2 C 0.9314 0.6240 -0.0748
3 N -1.5719 -1.1153 0.1495
4 F 1.3066 1.1824 1.1368
5 F 1.5580 1.3078 -1.0470
6 Br 1.5477 -1.2094 -0.0352
7 H -1.3184 0.9757 -0.2088
8 H -0.7533 -1.7795 0.0838

Entry 2:
Computed, not measured: a cluster of 8 separate species, C16H36Cl12O2S2 in total at a distorted geometry, with wB97M-V/def2-TZVPD.

Output
Energy relative to the best compared isomer or geometry (same formula, charge and spin), kcal per mole: 0.2
Total energy, Eh: -7100.308329
LUMO level, eV: 0.19
HOMO, eV: -8.891

CARTESIAN COORDINATES (ANGSTROEM)
1 C 11.1519 14.2827 12.4453
2 S 11.7272 13.2944 13.7805
3 O 12.9221 14.0095 14.3525
4 C 10.4475 13.4245 14.9126
5 H 11.0920 15.3112 12.7311
6 H 10.1566 13.9689 12.1423
7 H 11.8691 14.1427 11.6270
8 H 10.8114 12.7319 15.6272
9 H 9.6319 12.8905 14.3966
10 H 10.0280 14.3922 15.1869
11 C 5.7618 4.5215 10.7358
12 S 7.3647 4.7184 11.4869
13 O 8.2327 5.4036 10.4452
14 C 6.9251 6.0033 12.6698
15 H 5.5128 5.4701 10.2769
16 H 5.0556 4.1483 11.5116
17 H 5.7074 3.8012 9.9697
18 H 6.3807 6.8602 12.3426
19 H 7.8981 6.4144 12.9491
20 H 6.3805 5.5398 13.5060
21 Cl 11.5183 6.6642 14.3717
22 C 12.8970 6.6632 13.2013
23 C 13.8158 7.8383 13.3958
24 Cl 15.1068 7.8642 12.1896
25 H 12.4587 6.6323 12.2198
26 H 13.5619 5.7674 13.3574
27 H 14.2762 7.9303 14.3379
28 H 13.2929 8.7528 13.1934
29 Cl 8.7692 10.5250 7.3934
30 C 9.0767 12.0353 8.2145
31 C 10.5493 12.1760 8.5909
32 Cl 11.6437 12.1939 7.1779
33 H 8.4805 12.1472 9.0823
34 H 8.6000 12.8438 7.6237
35 H 10.9091 11.3843 9.2409
36 H 10.5439 13.1064 9.2314
37 Cl 13.9277 14.7531 9.9144
38 C 14.6293 13.1938 10.4065
39 C 14.5547 12.0967 9.3399
40 Cl 14.8481 10.5305 10.1355
41 H 14.0211 12.8984 11.2717
42 H 15.6226 13.3946 10.7869
43 H 15.3119 12.1362 8.5731
44 H 13.5946 12.1340 8.8765
45 Cl 12.7018 5.5301 9.2333
46 C 10.9744 5.4236 8.7899
47 C 10.6410 6.6652 8.0327
48 Cl 10.9477 6.5389 6.3543
49 H 10.4208 5.2681 9.7422
50 H 10.8820 4.4753 8.2816
51 H 11.2043 7.4764 8.4000
52 H 9.6109 6.9735 8.1161
53 Cl 10.6628 7.8051 18.9409
54 C 10.2215 8.7139 17.4526
55 C 9.0873 7.9872 16.6940
56 Cl 8.5386 8.9143 15.2831
57 H 11.1072 8.8466 16.8511
58 H 9.7801 9.6889 17.7836
59 H 8.2890 7.8734 17.3926
60 H 9.3682 6.9928 16.3665
61 Cl 7.0519 9.7456 11.4086
62 C 8.2770 8.6544 10.6653
63 C 9.3025 8.3064 11.6381
64 Cl 10.6264 9.5269 11.7583
65 H 8.4973 9.0157 9.6727
66 H 7.8381 7.6898 10.3468
67 H 9.8054 7.3397 11.4417
68 H 8.9170 8.1889 12.6311

Entry 3:
Computed, not measured: a cluster of 4 separate species, C20H45BN5O5 in total at a distorted geometry, with wB97M-V/def2-TZVPD.

Output
Multiplicity: 2
Total energy, Eh: -1463.916477
⟨S²⟩: 0.7543
LUMO level (alpha / beta), eV: 0.14 / 0.14
HOMO (alpha / beta), eV: -7.918 / -9.146

CARTESIAN COORDINATES (ANGSTROEM)
1 C -1.0003 0.0595 0.9951
2 N -0.3532 0.0086 -0.3217
3 C 0.4562 -1.2031 -0.4703
4 B 0.2548 1.2235 -0.7743
5 O 1.5739 1.1816 -1.2499
6 C -0.5560 2.5699 -1.0340
7 C -2.0835 2.5370 -0.7398
8 C -2.7447 3.6199 0.1577
9 C -3.2042 3.0252 1.5028
10 C -3.9988 4.1486 -0.5404
11 N -1.8303 4.7870 0.3790
12 O -2.0830 5.8358 -0.3076
13 C -0.3830 4.5727 0.6535
14 C -0.1468 3.8350 1.9893
15 C 0.2918 5.9415 0.7515
16 C 0.2153 3.8191 -0.5386
17 H -0.9634 1.0614 1.4279
18 H -2.0453 -0.2642 0.9579
19 H -0.4704 -0.6073 1.6811
20 H -0.1671 -2.0722 -0.2496
21 H 1.3087 -1.2133 0.2219
22 H 0.8085 -1.3130 -1.4928
23 H 2.2382 1.5673 -0.6680
24 H -0.4764 2.6224 -2.1287
25 H -2.5964 2.5852 -1.7032
26 H -2.3539 1.5645 -0.3283
27 H -4.1438 2.4929 1.3496
28 H -2.4938 2.3224 1.9358
29 H -3.3847 3.8209 2.2287
30 H -3.7786 4.4996 -1.5464
31 H -4.4505 4.9622 0.0267
32 H -4.7181 3.3296 -0.6103
33 H -1.0403 3.3755 2.3986
34 H 0.2163 4.5316 2.7459
35 H 0.6129 3.0570 1.8741
36 H 1.3125 5.7947 1.1140
37 H -0.2386 6.5769 1.4619
38 H 0.3320 6.4487 -0.2091
39 H 0.3194 4.5392 -1.3535
40 H 1.2364 3.5448 -0.2529
41 C -2.3601 -2.1921 -4.7554
42 C -2.1554 -1.5860 -3.3834
43 O -2.5507 -2.1393 -2.3727
44 N -1.5106 -0.3891 -3.3172
45 C -0.9933 0.4150 -4.4006
46 H -2.8836 -3.1339 -4.6243
47 H -2.9534 -1.5355 -5.3933
48 H -1.4064 -2.3782 -5.2509
49 H -1.3953 -0.0491 -2.3714
50 H 0.0856 0.5602 -4.3056
51 H -1.4675 1.3994 -4.4248
52 H -1.1844 -0.0709 -5.3528
53 C 3.4614 -3.1698 -1.6117
54 C 2.6065 -4.2842 -1.0478
55 O 1.4360 -4.4236 -1.3630
56 N 3.1846 -5.1178 -0.1469
57 C 4.5294 -5.0880 0.3861
58 H 2.8531 -2.5845 -2.2942
59 H 3.8232 -2.5208 -0.8126
60 H 4.3250 -3.5653 -2.1476
61 H 2.5660 -5.8353 0.2009
62 H 5.0552 -6.0206 0.1756
63 H 4.5119 -4.9479 1.4683
64 H 5.0901 -4.2739 -0.0640
65 C 1.2495 -3.9121 2.4791
66 C 1.9254 -4.7540 3.5347
67 O 2.4892 -5.7983 3.2462
68 N 1.9030 -4.3063 4.8174
69 C 1.2871 -3.1023 5.3303
70 H 1.3567 -4.4371 1.5368
71 H 0.1882 -3.7624 2.6808
72 H 1.7237 -2.9319 2.3985
73 H 2.3765 -4.9145 5.4668
74 H 2.0264 -2.4471 5.7944
75 H 0.5205 -3.3349 6.0713
76 H 0.8147 -2.5563 4.5193